No. 1
Formula: CH4NO2S
Source: the OMol25 dataset
Level of theory: ωB97M-V with the def2-TZVPD basis set

The geometry in XYZ format:
```
9
CH4NO2S, DFT ωB97M-V with the def2-TZVPD basis set
C -0.4389 -0.5529 -0.0228
N 1.0453 1.5242 0.0222
O 1.8933 -0.4902 -1.2192
O 1.9367 -0.5423 1.2441
S 1.2836 0.0237 -0.0026
H -0.6568 -1.5137 0.2333
H -1.0428 0.0614 0.7342
H -0.7935 -0.4931 -0.9475
H 1.6837 2.1404 -0.4312
```

Net charge: -1
Kohn-Sham gap: 7.98 eV
Energy above the lowest of the compared OMol25 structures with the same formula, charge and spin: 2.880 eV
SMILES: C[S@](=N)(=O)[O-]

Want to see where the charge sits? The Mulliken charges in e are:
1 C -1.026
2 N -0.692
3 O -0.689
4 O -0.724
5 S 0.955
6 H 0.406
7 H 0.226
8 H 0.357
9 H 0.187

***

No. 2
Formula: CH4NO2Si
Source: the OMol25 dataset
Level of theory: ωB97M-V with the def2-TZVPD basis set

The geometry in XYZ format:
```
9
CH4NO2Si, DFT ωB97M-V with the def2-TZVPD basis set
C -0.2456 1.0013 -1.6640
N -0.4584 0.6645 -0.0163
O -0.5229 -2.2445 -0.2766
O 0.9497 1.1542 -1.7619
Si 0.1122 -1.0881 0.4457
H 0.2748 1.3125 0.2880
H -1.3070 0.9593 0.5711
H -0.3211 -1.1265 1.9024
H 1.5182 -0.6327 0.5115
```

Net charge: -1
Kohn-Sham gap: 8.18 eV
Energy above the lowest of the compared OMol25 structures with the same formula, charge and spin: 1.379 eV

Want to see where the charge sits? The Mulliken charges in e are:
1 C -0.239
2 N -0.384
3 O -0.608
4 O -0.357
5 Si 0.298
6 H 0.276
7 H 0.320
8 H -0.164
9 H -0.141

***

| no. | E_tot (hartree) | LUMO energy (eV) |
| --- | --- | --- |
| 1 | -643.9270 | 4.304 |
| 2 | -535.2593 | 4.364 |